Here is C17H16BClN6O9S6SbTc as an isolated structure from the Open Molecules 2025 dataset. Energies are from wB97M-V/def2-TZVPD.

Results
LUMO level ... -3.09 eV
Multiplicity ... 1
HOMO-LUMO gap ... 5.85 eV
Energy above the lowest of the compared OMol25 structures with the same formula, charge and spin ... 1.135 eV
HOMO ... -8.947 eV

```
58
C17H16BClN6O9S6SbTc | the Open Molecules 2025 dataset | wB97M-V/def2-TZVPD
Tc 0.17288 0.14731 -0.94941
C 1.29827 3.74507 -2.62262
N 1.52109 3.91041 -1.19558
C 2.45715 4.74555 -0.64049
C 2.24635 4.73083 0.69638
N 1.18296 3.89976 0.95617
B 0.55667 3.84492 2.39296
N 0.09788 2.39805 2.79354
C -1.07938 2.10954 3.42770
C -1.02234 0.82819 3.87211
N 0.20269 0.33732 3.50844
C 0.70753 -0.99211 3.81208
C 0.85820 1.30469 2.84614
S 2.43238 1.20181 2.09033
C 0.75375 3.40917 -0.20511
S -0.59886 2.35418 -0.48185
H 2.25703 3.80209 -3.13153
H 0.63790 4.53242 -2.98397
H 0.83960 2.78061 -2.81546
H 3.19808 5.24563 -1.23865
H 2.77353 5.22318 1.49373
H -0.41360 4.54884 2.44537
H 1.43044 4.18874 3.14405
H -1.85613 2.84757 3.51878
H -1.74732 0.21348 4.37264
H 0.19210 -1.35615 4.69570
H 1.77519 -0.92750 4.00851
H 0.52720 -1.67107 2.98158
O -1.94245 -1.49164 2.09631
C -1.34918 -1.49730 1.04402
O -0.63839 -0.41980 0.69221
C -1.27184 -2.70224 0.18397
C -2.08588 -3.76369 0.53735
C -2.07019 -4.92202 -0.21388
C -1.26087 -5.04785 -1.32693
C -0.43313 -4.00300 -1.67227
C -0.39422 -2.79191 -0.92709
O 0.42377 -1.83821 -1.22830
N 0.39611 -4.18977 -2.87436
O 0.06694 -5.08874 -3.63087
O 1.34982 -3.46172 -3.04311
N -2.93330 -6.04271 0.16997
O -3.66999 -5.88175 1.12473
O -2.92320 -7.02969 -0.54032
H -2.72991 -3.67514 1.39961
H -1.26884 -5.94764 -1.92142
S 4.74311 -1.98978 -1.33523
Sb 3.95845 0.01207 -0.88259
S 1.97503 0.58731 -2.22903
S 1.99785 -0.32405 0.73488
S 4.86089 1.95709 -0.31786
Cl -3.29376 1.90765 -3.91078
C -2.78906 0.21864 -3.67750
C -1.68235 0.18701 -2.66997
O -1.85890 -0.19446 -1.48071
O -0.50667 0.55087 -2.94919
H -2.43372 -0.16794 -4.62829
H -3.63736 -0.35208 -3.31487
```